No. 1
Molecular formula: C8H12CrNO2
Method: DFT, wB97M-V/def2-TZVPD

Last column: Mulliken charge in e.
Atoms and positions in Å:
Cr 0.834 0.304 -0.752  0.90
C 2.202 -1.162 -1.597  -0.30
C 1.259 -1.829 -0.765  -0.48
C 1.410 -1.323 0.541  -0.26
C 2.443 -0.341 0.515  -0.47
C 2.952 -0.262 -0.806  -0.42
H 2.285 -1.276 -2.668  0.43
H 0.494 -2.514 -1.094  0.45
H 0.789 -1.567 1.389  0.50
H 2.757 0.273 1.347  0.43
H 3.733 0.397 -1.152  0.56
C -1.532 1.245 1.423  -1.20
C -2.027 0.550 0.150  0.72
C -2.801 -0.723 0.422  -1.46
O -0.918 0.218 -0.709  -0.87
H -1.793 0.677 2.316  0.36
H -1.953 2.244 1.532  0.33
H -0.443 1.359 1.430  0.24
H -2.633 1.240 -0.443  0.27
H -2.187 -1.427 0.987  0.32
H -3.123 -1.193 -0.504  0.37
H -3.687 -0.506 1.021  0.42
O 1.076 3.365 -1.310  -0.12
N 0.863 2.253 -1.273  0.28

Computed properties:
LUMO level (spin up / spin down)   -5.5 / -5.6 eV
2S+1   5
ΔE to the lowest compared entry with this formula, charge and spin   12.65 kJ/mol
Total energy   -42487.63352 eV
Strongest force on any atom   0.8 eV/A
Charge   +1
Frontier orbital gap (spin up / spin down)   7.832 / 8.265 eV
Highest occupied orbital energy (spin up / spin down)   -13.3 / -13.9 eV
<S²>   6.071

---

No. 2
Molecular formula: C9H16N3O
Method: DFT, wB97M-V/def2-TZVPD

Last column: Mulliken charge in e.
Atoms and positions in Å:
C -0.882 -1.331 -2.341  -0.99
C -2.515 -0.934 -0.513  0.67
N -1.360 -0.702 -1.084  -0.08
N -3.364 -1.885 -0.976  -0.44
N -2.594 -0.416 0.751  -0.38
H -0.642 -0.201 -0.569  0.09
H -3.592 -1.795 -1.963  0.29
H -4.231 -2.028 -0.469  0.27
H -2.407 0.559 0.926  0.23
H -3.105 -0.854 1.499  0.21
H -1.546 -1.046 -3.175  0.38
H -0.763 -2.403 -2.125  0.38
H 0.083 -0.948 -2.697  0.29
C 2.888 -0.544 -0.771  -1.25
C 0.635 1.876 1.865  0.40
C 0.458 0.498 1.917  -0.15
C 1.745 2.455 1.223  -0.58
C 1.246 -0.291 1.058  -0.97
C 2.530 1.663 0.398  -0.55
C 2.253 0.308 0.285  0.87
O -0.359 2.600 2.482  -0.51
H -0.161 -0.002 2.686  0.45
H -0.083 3.314 3.071  0.32
H 2.065 3.477 1.396  0.37
H 1.057 -1.349 0.955  0.45
H 3.212 2.023 -0.373  0.30
H 3.423 0.171 -1.436  0.37
H 2.293 -1.022 -1.547  0.18
H 3.718 -1.192 -0.474  0.34

Computed properties:
LUMO level   -2.9 eV
2S+1   1
ΔE to the lowest compared entry with this formula, charge and spin   125.30 kJ/mol
Total energy   -16103.91271 eV
Strongest force on any atom   3.0 eV/A
Charge   +1
Frontier orbital gap   8.591 eV
Highest occupied orbital energy   -11.5 eV

---

No. 3
Molecular formula: C22H41N3O5
Method: DFT, wB97M-V/def2-TZVPD

Last column: Mulliken charge in e.
Atoms and positions in Å:
C 2.783 -0.182 2.265  -0.83
O 2.297 0.871 1.459  -0.33
C 1.115 0.529 0.783  0.36
C 1.321 -0.473 -0.350  -0.94
C 1.731 0.216 -1.667  -0.53
C 3.209 0.667 -1.520  -0.68
C 3.424 2.134 -1.600  0.49
C 4.287 2.728 -2.405  0.46
O 5.116 2.076 -3.303  -0.48
C 4.455 1.834 -4.384  0.51
N 3.769 1.539 -5.281  -0.43
C 4.243 4.212 -2.194  0.35
O 5.100 4.997 -2.462  -0.50
O 3.072 4.447 -1.556  -0.32
C 2.767 3.251 -0.856  0.06
O 2.140 3.284 0.149  -0.35
H 3.520 0.252 2.923  0.29
H 2.002 -0.620 2.879  0.30
H 3.293 -0.927 1.660  0.34
H 0.713 1.423 0.329  0.44
H 0.345 0.189 1.476  -0.37
H 2.077 -1.193 -0.074  0.46
H 0.396 -1.026 -0.485  0.12
H 1.717 -0.571 -2.405  0.09
H 1.051 1.002 -1.961  0.53
H 3.762 0.255 -2.350  0.55
H 3.643 0.234 -0.632  0.41
C 0.066 -3.646 -4.826  -1.39
C -1.053 -3.257 -3.872  -0.39
N -1.415 -1.856 -3.958  0.29
C -2.279 -1.413 -2.877  -0.35
C -3.681 -2.028 -2.781  -1.20
C -1.779 -1.371 -5.279  -0.76
C -2.950 -2.051 -6.001  -0.97
H 0.944 -3.016 -4.677  0.26
H 0.359 -4.681 -4.645  0.44
H -0.239 -3.574 -5.870  0.30
H -0.708 -3.453 -2.853  0.44
H -1.912 -3.924 -4.043  0.26
H -2.375 -0.325 -2.919  0.42
H -1.759 -1.614 -1.934  0.02
H -4.354 -1.627 -3.537  0.26
H -4.119 -1.789 -1.810  0.45
H -3.663 -3.115 -2.872  0.27
H -0.897 -1.447 -5.919  0.40
H -1.975 -0.299 -5.210  0.37
H -2.906 -3.139 -5.927  0.25
H -2.920 -1.797 -7.062  0.37
H -3.914 -1.719 -5.622  0.27
C 0.681 2.323 5.050  -1.53
C -0.597 1.730 4.482  -0.36
N -0.860 0.375 4.930  0.23
C -1.911 -0.285 4.177  -0.37
C -3.333 0.285 4.263  -1.09
C -0.897 0.186 6.369  -0.69
C -1.910 1.006 7.180  -0.98
H 1.536 1.681 4.833  0.26
H 0.869 3.296 4.595  0.44
H 0.626 2.477 6.129  0.38
H -0.489 1.713 3.394  0.45
H -1.432 2.413 4.702  0.24
H -1.935 -1.340 4.464  0.40
H -1.610 -0.282 3.124  -0.01
H -3.810 0.048 5.212  0.24
H -3.951 -0.158 3.479  0.44
H -3.354 1.366 4.123  0.27
H 0.101 0.396 6.763  0.39
H -1.054 -0.877 6.573  0.37
H -1.935 2.052 6.871  0.25
H -1.635 0.986 8.236  0.37
H -2.918 0.601 7.106  0.27

Computed properties:
LUMO level   -0.9 eV
2S+1   1
ΔE to the lowest compared entry with this formula, charge and spin   0.00 kJ/mol
Structure (SMILES)   COCCCCC1=C(OC#N)C(=O)OC1=O.CCN(CC)CC.CCN(CC)CC
Total energy   -38183.47599 eV
Strongest force on any atom   2.7 eV/A
Frontier orbital gap   7.313 eV
Highest occupied orbital energy   -8.2 eV

---

Q: Look up the strongest force on any atom of the first one.
A: 0.8 eV/A